1.
{"formula": "C7H9N", "method": "ωB97M-V/def2-TZVPD", "gap_ev": 4.36, "energy_ev": -8887.639, "fmax_ev_per_a": 6.284, "e_homo_ev": -6.6, "relative_energy_kcal_mol": 173.37, "species": ["C", "C", "N", "C", "C", "C", "C", "C", "H", "H", "H", "H", "H", "H", "H", "H", "H"], "coordinates": [[-0.47337, 1.38252, -0.64517], [0.25193, 2.47471, -0.40947], [0.71810, 2.72462, 0.88614], [-0.21222, -1.07000, -0.44133], [-0.41246, 0.02009, 0.11977], [-0.76127, 0.10711, 1.68344], [0.87783, -3.35778, -0.71598], [-0.13103, -2.40471, -0.85330], [-0.84693, 1.20746, -1.68633], [0.24257, 3.35541, -1.10816], [1.43108, 3.41521, 0.75229], [-1.03988, -0.86689, 1.96337], [0.18867, 0.44081, 2.19829], [-1.52043, 0.76120, 1.86160], [0.65784, -4.43011, -0.75205], [1.88971, -3.00579, -0.37037], [-0.86586, -2.86124, -1.48943]], "nbo_charge": [-0.3177, -0.0034, -0.7162, 0.1881, -0.0299, -0.5826, -0.1935, -0.3434, 0.2021, 0.1743, 0.3144, 0.1932, 0.2526, 0.2203, 0.2148, 0.2059, 0.2211]}

2.
{"formula": "C8H12N2O7", "method": "ωB97M-V/def2-TZVPD", "gap_ev": 9.87, "energy_ev": -25800.338, "smiles": "N[C@@H](CC(=O)O)C(=O)N[C@@H](CC(=O)O)C(=O)O", "fmax_ev_per_a": 8.845, "e_homo_ev": -9.7, "relative_energy_kcal_mol": 117.99, "species": ["C", "C", "C", "C", "C", "C", "C", "C", "H", "H", "H", "H", "H", "H", "H", "H", "H", "H", "H", "H", "N", "N", "O", "O", "O", "O", "O", "O", "O"], "coordinates": [[1.58836, 0.90016, -0.20472], [0.75962, -0.20315, 0.26787], [3.05371, 0.84792, 0.47725], [4.07991, -0.11581, -0.05873], [-1.46878, -0.42910, 0.82604], [-1.91612, -1.58884, -0.17919], [-2.72664, 0.34217, 1.29692], [-3.16618, 1.04198, 0.04365], [1.03589, 2.66807, 0.64424], [1.19810, 2.93559, -0.94843], [1.85489, 0.95079, -1.26729], [3.44989, 1.98550, 0.42162], [3.01449, 0.66928, 1.51871], [4.48445, -1.08570, -1.85463], [-0.46668, 1.41547, 0.35099], [-1.12970, -1.04694, 1.67235], [-3.51435, -0.42583, 1.61299], [-2.54066, 0.73252, 2.32618], [-4.31504, -0.40110, -0.49267], [-0.30779, -2.51557, 0.23946], [1.05446, 2.24767, -0.28367], [-0.41870, 0.42936, 0.38086], [1.09870, -1.31852, 0.38218], [4.58204, -0.78685, 0.84112], [4.13123, -0.16748, -1.40449], [-3.16416, -1.44324, -0.57564], [-2.53118, 2.06963, -0.45292], [-4.12789, 0.51179, -0.75340], [-1.04338, -2.53948, -0.50164]], "nbo_charge": [-0.1548, 0.6723, -0.5082, 0.7888, -0.1402, 0.8154, -0.5382, 0.7790, 0.3528, 0.3995, 0.2539, 0.2292, 0.2327, 0.5212, 0.4736, 0.2073, 0.2422, 0.2666, 0.5159, 0.5354, -0.8450, -0.6221, -0.6209, -0.5736, -0.7027, -0.6670, -0.6230, -0.6463, -0.6438]}

3.
{"formula": "ClH2OPS", "method": "ωB97M-V/def2-TZVPD", "gap_ev": 9.98, "energy_ev": -34727.574, "smiles": "OP(S)Cl", "fmax_ev_per_a": 2.808, "e_homo_ev": -9.6, "relative_energy_kcal_mol": 9.49, "species": ["O", "P", "S", "Cl", "H", "H"], "coordinates": [[0.54124, 1.20201, -0.24261], [0.57632, -0.33227, -0.69726], [-0.04123, -1.41490, 1.19190], [-1.32665, -0.27626, -1.55987], [1.48624, 1.56733, -0.19490], [-1.23592, -0.74591, 1.50273]], "nbo_charge": [-0.9994, 1.0414, -0.3973, -0.3221, 0.5131, 0.1643]}

4.
{"formula": "C14H40BrFN10O7Si2", "method": "ωB97M-V/def2-TZVPD", "gap_ev": 8.76, "energy_ev": -132918.204, "fmax_ev_per_a": 9.015, "e_homo_ev": -9.0, "species": ["C", "C", "C", "C", "C", "Si", "O", "Si", "C", "C", "O", "Br", "C", "C", "F", "H", "H", "H", "H", "H", "H", "H", "H", "H", "H", "H", "H", "H", "H", "H", "H", "H", "H", "H", "H", "C", "O", "N", "N", "H", "H", "H", "H", "C", "O", "N", "N", "H", "H", "H", "H", "C", "O", "N", "N", "H", "H", "H", "H", "C", "O", "N", "N", "H", "H", "H", "H", "C", "O", "N", "N", "H", "H", "H", "H"], "coordinates": [[3.82845, 3.05494, 3.27520], [4.63217, 1.84688, 2.47966], [4.52992, 2.09090, 0.86246], [3.60768, 1.00935, 0.04753], [3.31133, 1.70167, -1.44587], [1.88828, 0.63999, 0.83016], [0.51189, 1.29900, -0.04029], [-0.03342, 2.67412, 0.96911], [-1.67205, 3.47383, 0.31386], [-2.17764, 4.58110, 1.44857], [-3.07719, 4.32376, 2.40483], [-1.39491, 6.46473, 1.42967], [1.62898, -1.27985, 1.15554], [0.06948, -1.65871, 1.53003], [2.20159, -2.12538, 0.06588], [4.22061, 4.11524, 2.89572], [4.06955, 2.92864, 4.43562], [2.67194, 3.06040, 3.09896], [4.35771, 0.76818, 2.84182], [5.78176, 1.99906, 2.76358], [5.63449, 1.98287, 0.42393], [4.16448, 3.18455, 0.66162], [4.22571, 0.02157, -0.19719], [4.26064, 2.37086, -1.72263], [3.18256, 0.85302, -2.24163], [2.40487, 2.46609, -1.40765], [1.89088, 1.24105, 2.18845], [-0.29547, 2.09871, 2.29182], [1.09296, 3.62576, 0.96031], [-2.53531, 2.67840, 0.13985], [-1.44683, 4.07974, -0.68016], [2.27226, -1.53726, 2.12537], [-0.30421, -2.67534, 1.07775], [-0.03527, -1.61829, 2.70592], [-0.60549, -0.78158, 1.11032], [-4.95565, 0.30108, 1.34873], [-3.96034, -0.19498, 1.85268], [-5.38272, 1.54058, 1.65027], [-5.71432, -0.34732, 0.44671], [-6.19972, 1.96619, 1.24585], [-4.83987, 2.06328, 2.32529], [-5.42764, -1.28333, 0.19174], [-6.53726, 0.04456, 0.02082], [-7.46013, -2.95305, -1.10234], [-6.33359, -2.76553, -0.67055], [-7.71673, -3.13516, -2.41027], [-8.54565, -2.99449, -0.30889], [-8.63740, -3.29094, -2.78482], [-6.92705, -3.11136, -3.04224], [-8.39642, -2.86203, 0.68283], [-9.48112, -3.14771, -0.64592], [-2.39938, -4.17958, -2.53801], [-1.49818, -4.92329, -2.89217], [-3.68543, -4.57033, -2.48269], [-2.18703, -2.90285, -2.17126], [-4.44130, -3.97258, -2.19367], [-3.88883, -5.52448, -2.75061], [-1.23264, -2.56861, -2.19851], [-2.91615, -2.27531, -1.87672], [6.06912, 4.92126, -1.55863], [5.00729, 4.57196, -2.04973], [7.14194, 5.24722, -2.30194], [6.26137, 5.01160, -0.23028], [8.02461, 5.53714, -1.91590], [7.03970, 5.19269, -3.30698], [5.47870, 4.77504, 0.36537], [7.12833, 5.29726, 0.19275], [2.14042, -6.26330, -0.74765], [3.13573, -6.75936, -0.24370], [1.71335, -5.02379, -0.44611], [1.38175, -6.91169, -1.64967], [0.89635, -4.59818, -0.85053], [2.25620, -4.50109, 0.22891], [1.66843, -7.84771, -1.90464], [0.55881, -6.51981, -2.07555]], "mulliken_charge": [-0.6790, -0.5037, -0.2581, 0.1178, -0.8571, -0.0874, -0.4151, 0.4409, -0.3408, 0.2803, -0.4788, -0.1536, 0.3883, -0.8679, -0.3354, 0.2294, 0.3133, 0.0671, 0.2424, 0.3196, 0.3187, -0.0204, 0.4231, 0.1910, 0.3393, 0.1476, -0.1229, -0.0653, -0.1215, 0.1970, 0.3524, 0.2041, 0.2610, 0.2667, 0.1446, 0.7388, -0.6618, -0.3846, -0.2528, 0.1521, 0.2054, 0.1788, 0.1122, 0.6905, -0.7073, -0.3770, -0.4237, 0.1693, 0.2182, 0.2343, 0.1585, 0.6352, -0.6922, -0.3493, -0.3033, 0.1644, 0.1918, 0.1688, 0.1586, 0.6828, -0.6492, -0.4144, -0.3109, 0.1494, 0.2381, 0.1920, 0.1594, 0.5951, -0.6815, -0.1748, -0.3473, 0.1212, 0.0785, 0.1911, 0.2082]}

5.
{"formula": "C14H12N2O", "method": "ωB97M-V/def2-TZVPD", "gap_ev": 8.37, "energy_ev": -19720.788, "fmax_ev_per_a": 1.887, "e_homo_ev": -16.3, "charge": 2, "species": ["C", "C", "N", "C", "C", "C", "C", "C", "C", "N", "C", "C", "O", "C", "C", "C", "C", "H", "H", "H", "H", "H", "H", "H", "H", "H", "H", "H", "H"], "coordinates": [[-1.80604, 1.55937, 6.14805], [-1.39493, 0.99085, 5.17192], [-0.93283, 0.58369, 3.91294], [-1.78763, 0.75844, 2.85820], [-1.44160, 0.42791, 1.54219], [-0.11975, -0.11339, 1.30391], [0.23892, -0.41809, -0.14255], [0.75950, 0.68646, -0.91947], [1.07844, 0.51610, -2.27085], [0.91554, -0.71081, -2.85012], [1.26287, -0.80154, -4.29086], [0.41805, 0.29469, -5.07945], [-0.77430, 0.20359, -4.99701], [0.43536, -1.76124, -2.16039], [0.07214, -1.67024, -0.78734], [0.73757, -0.29749, 2.42187], [0.30397, 0.06340, 3.72575], [-2.40543, 2.13095, 6.86315], [-2.77743, 1.19872, 3.06937], [-2.17823, 0.58853, 0.73932], [0.87265, 1.66738, -0.43288], [1.44439, 1.37694, -2.85818], [2.33368, -0.54244, -4.46914], [1.10854, -1.81663, -4.70244], [0.89861, 1.08306, -5.70782], [0.34428, -2.69864, -2.73672], [-0.33767, -2.52775, -0.23021], [1.74919, -0.71600, 2.28893], [0.98214, -0.05583, 4.58985]], "nbo_charge": [-0.0360, 0.0505, -0.2987, 0.1094, -0.1992, 0.0435, 0.0258, -0.1934, 0.0880, -0.2524, -0.3292, 0.3925, -0.4431, 0.1294, -0.1958, -0.2165, 0.1402, 0.2937, 0.2767, 0.2774, 0.2671, 0.2673, 0.2501, 0.2718, 0.1792, 0.2666, 0.2776, 0.2774, 0.2801]}

Question: Which formula does entry 2 have?
Answer: C8H12N2O7

Question: Number 4 is which compound?
Answer: C14H40BrFN10O7Si2